5 unconnected molecules or ions with the total composition C4H16N2O6, computed with wB97M-V/def2-TZVPD.

Spin multiplicity: 1
Structure (SMILES): CNCC(=O)NC=O.O.O.O.O
Energy in eV: -19672.7101
Kohn-Sham gap in eV: 9.6916
Largest force on an atom in eV/Å: 3.14

Last column: Mulliken charge in e.
Geometry (Å):
C (-0.84, -0.96, 0.13)  0.819
O (-0.58, 2.23, 2.23)  -0.730
H (0.57, -1.02, 2.75)  0.322
N (0.86, -1.61, 1.98)  -0.300
H (1.84, 2.81, -1.89)  0.298
H (-1.17, 2.74, 1.64)  0.361
H (0.31, 2.35, 1.88)  0.333
H (-0.04, -2.89, 0.62)  0.358
O (1.25, 3.02, -1.17)  -0.649
O (1.61, 0.23, -1.46)  -0.530
H (-0.98, 0.60, 1.47)  0.319
H (0.49, -2.52, -2.97)  0.343
H (2.10, -1.56, 0.25)  0.067
O (-2.32, 2.22, -0.02)  -0.509
H (-1.11, -2.36, 1.77)  0.398
C (-2.16, 1.07, -0.26)  0.031
H (1.15, -2.70, -1.71)  0.315
H (1.89, -0.47, -2.07)  0.276
H (2.50, 0.51, -1.23)  0.320
H (2.95, -1.37, 1.64)  0.366
H (-2.57, 0.43, -1.05)  0.346
C (-0.27, -1.97, 1.15)  -1.127
O (-0.88, -1.34, -1.03)  -0.619
C (1.97, -1.06, 1.22)  -0.545
O (1.40, -2.57, -2.64)  -0.692
H (2.04, 0.01, 1.06)  0.163
N (-1.34, 0.23, 0.58)  -0.053
H (0.67, 2.25, -1.10)  0.317


2 unconnected molecules or ions with the total composition C3H4N2O3, computed with wB97M-V/def2-TZVPD.

Spin multiplicity: 1
Energy in eV: -12293.2124
Kohn-Sham gap in eV: 7.1236
Largest force on an atom in eV/Å: 12.10

Last column: Mulliken charge in e.
Geometry (Å):
O (1.14, -0.41, 0.06)  -0.380
N (-0.79, 0.90, -0.40)  -0.556
H (-3.13, -0.25, -0.22)  0.379
O (0.07, -2.37, 0.41)  -0.514
H (1.08, -2.88, 0.06)  0.429
O (-2.21, -1.11, -0.86)  -0.572
C (0.02, -1.23, 0.02)  0.363
C (0.50, 0.85, -0.07)  0.463
N (1.35, 1.96, 0.20)  -0.476
H (0.94, 2.87, 0.26)  0.269
C (-1.11, -0.49, -0.31)  0.362
H (2.14, 2.16, 0.86)  0.233


C7H11NO in the gas phase, computed with wB97M-V/def2-TZVPD.

Spin multiplicity: 1
Structure (SMILES): CN1C/C=C\O/C=C\C1
Energy in eV: -10970.8834
Kohn-Sham gap in eV: 8.8718
Largest force on an atom in eV/Å: 5.38

Last column: Mulliken charge in e.
Geometry (Å):
H (0.46, -0.63, 2.04)  0.220
C (0.33, -1.50, -0.68)  -0.639
C (1.43, -0.62, 1.37)  -0.856
H (-3.03, -0.16, 0.17)  0.265
C (1.35, 0.71, -0.75)  -0.735
C (-1.22, -1.43, -0.50)  -0.398
H (-1.62, 2.32, 0.22)  0.454
N (1.07, -0.56, -0.08)  0.078
H (2.29, 1.14, -0.21)  0.282
H (0.51, 2.69, -1.03)  0.426
H (0.66, -1.21, -1.81)  0.212
C (-1.87, -0.45, 0.08)  -0.210
C (0.34, 1.77, -0.56)  -0.430
H (1.48, 0.54, -1.87)  0.374
H (2.18, 0.15, 1.57)  0.280
C (-0.74, 1.69, 0.19)  -0.200
H (2.01, -1.54, 1.65)  0.309
H (0.70, -2.48, -0.53)  0.469
H (-1.77, -2.28, -0.80)  0.422
O (-1.14, 0.55, 0.79)  -0.322


Going through the records in order, we get energy above the lowest of the compared OMol25 structures with the same formula, charge and spin values of 26.3, 133.4, 101.3 kcal/mol.
Going through the records in order, we get highest occupied orbital energy values of -9.3, -7.1, -7.9 eV.